No. 1
{"formula": "C48H39F4N7O2S4Y", "method": "ωB97M-V/def2-TZVPD", "symbols": ["Y", "C", "N", "C", "C", "N", "C", "C", "C", "C", "C", "C", "C", "S", "C", "C", "C", "C", "C", "C", "S", "H", "H", "H", "H", "H", "H", "H", "H", "H", "H", "H", "H", "H", "H", "H", "H", "H", "H", "O", "C", "C", "C", "C", "C", "C", "C", "C", "N", "H", "H", "H", "H", "H", "H", "H", "H", "H", "H", "H", "F", "C", "C", "F", "C", "C", "C", "F", "C", "C", "C", "N", "C", "N", "F", "C", "C", "N", "C", "N", "O", "S", "C", "C", "C", "C", "C", "C", "C", "C", "C", "C", "C", "C", "H", "H", "H", "H", "H", "H", "H", "H", "H", "H", "S"], "positions_angstrom": [[0.94, -0.34, 2.08], [-1.66, -0.78, -0.28], [-0.90, -1.75, 0.52], [-0.19, -2.65, -0.40], [1.09, -3.26, 0.17], [2.17, -2.28, 0.39], [2.61, -1.66, -0.86], [3.31, -2.97, 0.98], [3.90, -4.03, 0.31], [5.00, -4.69, 0.83], [5.51, -4.30, 2.06], [4.96, -3.22, 2.71], [3.88, -2.52, 2.18], [3.41, -1.07, 3.02], [-1.78, -2.53, 1.38], [-3.05, -2.91, 0.94], [-3.89, -3.67, 1.72], [-3.47, -4.10, 2.97], [-2.23, -3.74, 3.42], [-1.37, -2.95, 2.66], [0.20, -2.59, 3.36], [-2.18, -1.26, -1.12], [-2.39, -0.28, 0.34], [-0.97, -0.04, -0.69], [-0.85, -3.48, -0.71], [0.07, -2.09, -1.30], [0.87, -3.74, 1.13], [1.41, -4.04, -0.54], [2.64, -2.38, -1.69], [1.94, -0.84, -1.12], [3.61, -1.26, -0.71], [3.51, -4.36, -0.64], [5.46, -5.49, 0.27], [6.34, -4.83, 2.50], [5.35, -2.88, 3.66], [-3.40, -2.59, -0.03], [-4.88, -3.92, 1.35], [-4.12, -4.70, 3.59], [-1.87, -4.05, 4.40], [2.39, 1.34, 0.39], [2.48, 2.73, 0.69], [3.82, 3.10, 1.31], [4.14, 2.17, 2.49], [3.26, 2.39, 3.68], [3.68, 3.28, 4.67], [2.89, 3.48, 5.79], [1.71, 2.77, 5.90], [1.37, 1.90, 4.87], [2.11, 1.71, 3.78], [3.00, 1.16, -0.34], [1.68, 2.94, 1.40], [2.29, 3.32, -0.22], [3.78, 4.13, 1.65], [4.61, 3.02, 0.56], [5.18, 2.32, 2.79], [4.02, 1.13, 2.16], [4.62, 3.80, 4.57], [3.20, 4.17, 6.57], [1.06, 2.87, 6.75], [0.46, 1.31, 4.95], [-3.82, 0.04, 2.33], [-4.01, 1.09, 1.49], [-4.97, 1.00, 0.51], [-5.67, -0.15, 0.43], [-5.24, 2.07, -0.39], [-4.48, 3.24, -0.15], [-3.50, 3.31, 0.82], [-2.80, 4.45, 0.94], [-3.21, 2.23, 1.66], [-1.95, 2.18, 2.46], [-1.73, 1.08, 3.34], [-1.32, 0.22, 3.98], [-1.57, 3.39, 3.14], [-1.20, 4.32, 3.70], [-4.68, 4.33, -0.91], [-6.18, 1.97, -1.43], [-6.78, 0.77, -1.82], [-7.26, -0.19, -2.25], [-6.59, 3.05, -2.21], [-7.00, 3.89, -2.89], [0.60, 0.53, -2.11], [0.72, -0.31, -3.32], [1.23, 0.84, -4.63], [0.88, 2.18, -4.52], [1.34, 3.07, -5.48], [2.13, 2.62, -6.52], [2.47, 1.28, -6.62], [2.02, 0.38, -5.66], [-0.97, -0.56, -3.95], [-2.02, 0.20, -3.48], [-3.31, -0.09, -3.91], [-3.52, -1.13, -4.81], [-2.45, -1.87, -5.29], [-1.17, -1.59, -4.86], [0.29, 2.51, -3.68], [1.08, 4.11, -5.41], [2.49, 3.31, -7.27], [3.09, 0.93, -7.43], [2.29, -0.66, -5.71], [-1.83, 0.98, -2.75], [-4.15, 0.48, -3.54], [-4.52, -1.36, -5.13], [-2.62, -2.68, -5.97], [-0.32, -2.16, -5.21], [-0.52, 1.90, 1.22]], "mulliken_charge": [0.6798, -0.1524, 3.2669, -0.0767, -1.6309, 2.1613, -0.3584, -1.1657, -0.2299, -0.9909, -0.6341, -0.7962, 1.2987, -0.5049, -0.9628, -0.6195, -1.0120, -0.6934, -0.9546, 1.0586, -0.4260, 0.5702, -0.5116, -0.5305, 0.4429, -0.5469, 0.5223, 0.4528, 0.3215, -0.9231, 0.6068, 0.2709, 0.3848, 0.3708, 0.4987, 0.3728, 0.4618, 0.3814, 0.4886, 0.3685, -0.7828, -0.8787, -0.4024, 0.4445, -0.7398, -0.3976, -1.0494, -0.3931, 0.4924, 0.0139, 0.4268, 0.3164, 0.4424, 0.3498, 0.5421, -0.4528, 0.4685, 0.4092, 0.4577, 0.5127, -0.5540, -0.2299, 0.9835, -0.4117, 0.4560, -0.0264, 0.1127, -0.3936, -0.5216, 3.1312, -0.9370, -0.7394, -0.2098, -0.7019, -0.3758, 0.4970, 0.0452, -0.7809, 0.0704, -0.7343, -0.5961, 0.0004, 0.4462, -0.2682, -0.8431, -0.3872, -0.6973, -0.1579, 0.8827, -0.5219, -0.4903, -0.6526, -0.5399, -0.5829, 0.3402, 0.4157, 0.3876, 0.3916, 0.4174, 0.3833, 0.4977, 0.4579, 0.3982, 0.3960, -0.3966], "homo_lumo_gap_ev": 5.98, "total_charge": -1, "e_tot_ha": -4416.9710, "fmax_ev_per_a": 1.727, "lumo_ev": 1.585, "homo_energy_ev": -4.4}

=====

No. 2
{"formula": "C36H38MnN6O3S", "method": "ωB97M-V/def2-TZVPD", "symbols": ["Mn", "C", "C", "C", "C", "C", "C", "C", "N", "N", "C", "C", "C", "C", "C", "C", "N", "C", "C", "C", "C", "C", "C", "N", "H", "H", "H", "H", "H", "H", "H", "H", "H", "H", "H", "H", "H", "H", "H", "H", "H", "H", "H", "H", "O", "C", "O", "C", "C", "C", "C", "C", "C", "N", "C", "C", "C", "C", "C", "C", "N", "H", "H", "H", "H", "H", "H", "H", "H", "H", "H", "O", "S", "C", "C", "C", "C", "H", "H", "H", "H", "H", "H", "H", "H"], "positions_angstrom": [[-0.56, -0.28, -0.10], [-3.72, -0.31, 0.97], [-4.19, 0.38, -0.30], [-3.33, 1.53, -0.77], [-3.86, 2.44, -1.67], [-3.14, 3.58, -1.99], [-1.93, 3.80, -1.36], [-1.46, 2.83, -0.50], [-2.10, 1.68, -0.24], [-2.62, -1.27, 0.77], [-2.09, -1.75, 2.07], [-1.48, -0.65, 2.89], [-1.57, -0.69, 4.27], [-1.00, 0.33, 5.01], [-0.40, 1.38, 4.34], [-0.36, 1.34, 2.96], [-0.86, 0.33, 2.23], [-3.10, -2.46, 0.06], [-1.99, -3.18, -0.66], [-2.23, -4.41, -1.26], [-1.21, -5.05, -1.94], [0.03, -4.42, -2.01], [0.17, -3.19, -1.40], [-0.82, -2.57, -0.74], [-4.58, -0.83, 1.43], [-3.39, 0.45, 1.67], [-5.18, 0.78, -0.11], [-4.32, -0.33, -1.12], [-4.85, 2.27, -2.08], [-3.55, 4.31, -2.68], [-1.36, 4.71, -1.52], [-0.52, 2.97, 0.02], [-1.34, -2.51, 1.86], [-2.89, -2.22, 2.65], [-2.09, -1.51, 4.76], [-1.05, 0.32, 6.10], [0.02, 2.23, 4.87], [0.05, 2.18, 2.41], [-3.87, -2.18, -0.65], [-3.58, -3.15, 0.76], [-3.22, -4.87, -1.18], [-1.37, -6.01, -2.41], [0.86, -4.88, -2.53], [1.12, -2.66, -1.45], [5.59, 5.42, 0.92], [4.85, 4.48, 1.52], [4.98, 4.27, 2.69], [3.87, 3.68, 0.68], [3.68, 3.82, -0.69], [2.74, 3.06, -1.36], [1.97, 2.12, -0.68], [2.16, 2.00, 0.69], [3.08, 2.76, 1.37], [0.96, 1.30, -1.28], [0.86, 1.25, -2.54], [-0.23, 0.54, -3.21], [-0.40, 0.69, -4.57], [-1.45, 0.04, -5.20], [-2.28, -0.75, -4.43], [-2.04, -0.85, -3.07], [-1.04, -0.22, -2.46], [5.39, 5.52, -0.02], [4.26, 4.53, -1.27], [2.60, 3.24, -2.42], [1.56, 1.26, 1.21], [3.23, 2.67, 2.44], [1.57, 1.76, -3.19], [0.28, 1.32, -5.13], [-1.60, 0.14, -6.27], [-3.11, -1.30, -4.87], [-2.67, -1.47, -2.45], [1.36, -1.21, 0.49], [2.88, -1.12, 0.42], [3.46, -0.85, 2.13], [3.76, -2.22, 2.72], [4.41, -3.01, 1.58], [3.47, -2.84, 0.39], [2.68, -0.29, 2.63], [4.36, -0.23, 2.05], [2.83, -2.71, 3.02], [4.40, -2.15, 3.59], [4.56, -4.06, 1.83], [5.39, -2.58, 1.35], [2.57, -3.45, 0.49], [3.94, -3.03, -0.58]], "mulliken_charge": [3.0615, -1.2412, -1.1864, 0.5671, -1.0108, -0.6322, -1.0940, -0.1724, 0.5790, 1.1882, -1.3453, 0.2575, -0.8786, -0.7641, -1.0079, -0.4557, 0.9568, -1.6522, 0.2114, -1.2981, -0.5519, -1.1177, -0.6155, 0.9710, 0.4722, 0.5347, 0.6577, 0.3813, 0.5331, 0.4656, 0.5376, 0.3336, 0.5038, 0.6776, 0.5225, 0.4501, 0.5246, 0.4468, 0.6538, 0.5409, 0.5634, 0.4563, 0.4931, 0.6848, -0.4681, 0.5024, -0.5179, 0.7880, -1.1697, -1.6755, -0.4572, 0.9644, -0.9762, 1.1963, -0.7006, 0.3684, -1.0422, -0.6977, -1.1022, -0.2327, 0.5071, 0.2718, 0.2253, 0.3746, 0.4248, 0.6022, 0.3291, 0.5458, 0.4709, 0.5174, 0.2008, -1.0931, 0.2857, -0.4966, -0.7101, -0.7422, -0.5662, 0.1665, 0.5602, 0.2385, 0.4445, 0.3808, 0.3272, 0.2307, 0.5227], "homo_lumo_gap_ev": [8.20, 8.17], "total_charge": 2, "de_lowest_kj_mol": 13.8, "e_tot_ha": -3497.7261, "s_squared": 8.75, "fmax_ev_per_a": 0.447, "spin_multiplicity": 6, "lumo_ev": [-5.891, -5.917], "homo_energy_ev": [-14.1, -14.1]}

=====

No. 3
{"formula": "C28H36N2O", "method": "ωB97M-V/def2-TZVPD", "symbols": ["O", "C", "C", "C", "C", "N", "C", "C", "C", "C", "C", "C", "C", "C", "C", "N", "C", "C", "C", "C", "C", "C", "C", "C", "C", "C", "C", "C", "C", "C", "C", "H", "H", "H", "H", "H", "H", "H", "H", "H", "H", "H", "H", "H", "H", "H", "H", "H", "H", "H", "H", "H", "H", "H", "H", "H", "H", "H", "H", "H", "H", "H", "H", "H", "H", "H", "H"], "positions_angstrom": [[0.99, 0.94, 0.39], [0.83, -0.22, 0.09], [-0.19, -0.66, -0.96], [-1.62, -0.38, -0.46], [-1.95, 1.12, -0.48], [-1.75, 1.73, -1.78], [-2.75, 1.41, -2.77], [-3.98, 2.31, -2.62], [-5.07, 1.93, -3.63], [-6.17, 2.95, -3.66], [-6.05, 4.16, -3.15], [-4.81, 4.66, -2.48], [-3.61, 3.78, -2.81], [-0.37, 1.55, -2.20], [0.05, 0.07, -2.29], [1.55, -1.20, 0.71], [2.52, -0.78, 1.71], [3.92, -0.62, 1.12], [4.88, -0.16, 2.18], [5.68, -1.06, 2.86], [6.53, -0.63, 3.86], [6.60, 0.72, 4.19], [5.80, 1.62, 3.51], [4.95, 1.19, 2.51], [1.48, -2.61, 0.42], [0.16, -3.24, 0.81], [-0.37, -4.28, 0.06], [-1.57, -4.87, 0.42], [-2.25, -4.42, 1.54], [-1.72, -3.38, 2.29], [-0.52, -2.80, 1.93], [-0.10, -1.73, -1.14], [-1.74, -0.77, 0.56], [-2.31, -0.93, -1.10], [-2.98, 1.27, -0.17], [-1.29, 1.63, 0.22], [-2.32, 1.58, -3.76], [-3.07, 0.35, -2.73], [-4.39, 2.19, -1.61], [-5.49, 0.95, -3.38], [-4.63, 1.85, -4.63], [-7.09, 2.64, -4.14], [-6.89, 4.85, -3.18], [-4.62, 5.69, -2.79], [-4.97, 4.69, -1.40], [-2.76, 4.02, -2.17], [-3.32, 3.94, -3.85], [-0.23, 2.03, -3.17], [0.26, 2.05, -1.47], [-0.54, -0.42, -3.06], [1.10, 0.01, -2.57], [2.19, 0.19, 2.10], [2.53, -1.50, 2.53], [3.87, 0.11, 0.31], [4.25, -1.58, 0.70], [5.63, -2.11, 2.61], [7.15, -1.34, 4.39], [7.26, 1.05, 4.97], [5.85, 2.67, 3.76], [4.33, 1.90, 1.98], [2.28, -3.10, 0.99], [1.69, -2.80, -0.64], [0.16, -4.64, -0.82], [-1.97, -5.68, -0.17], [-3.19, -4.87, 1.82], [-2.25, -3.03, 3.17], [-0.12, -1.99, 2.52]], "mulliken_charge": [-0.6710, -0.2974, 1.2314, -0.6585, -1.2602, 0.3514, -1.4068, 0.7676, -0.7541, -0.4666, -0.4259, -0.7291, -0.8230, -1.2530, -1.2691, 0.4940, -1.2249, -0.6222, 0.2689, -0.2890, -0.5929, -0.3901, -0.6451, -0.3242, -1.2129, 0.7398, -0.3552, -0.6722, -0.4557, -0.6141, -0.3562, 0.5668, 0.2965, 0.3305, 0.3857, 0.5460, 0.6738, 0.0550, 0.1041, 0.3994, 0.3260, 0.3814, 0.3701, 0.4239, 0.2956, 0.2902, 0.2821, 0.5074, 0.4825, 0.3968, 0.4768, 0.5012, 0.4350, 0.2988, 0.4440, 0.3534, 0.3702, 0.3746, 0.3708, 0.4138, 0.5366, 0.2496, 0.4142, 0.3933, 0.4044, 0.4018, 0.3638], "homo_lumo_gap_ev": 8.52, "smiles": "O=C(C1CCN(C[C@@H]2CC=CCC2)CC1)N(CCc1ccccc1)Cc1ccccc1", "de_lowest_kj_mol": 20.3, "e_tot_ha": -1273.3113, "fmax_ev_per_a": 0.545, "lumo_ev": 0.660, "homo_energy_ev": -7.9}